1.
8
Properties=species:S:1:pos:R:3:forces:R:3 method="wB97M-V/def2-TZVPD" gap_ev="7.8056 / 7.6358" e_above_lowest_kj_mol=84.7 e_homo_ev="-7.39 / -9.66" e_tot_ev=-47769.671 spin_multiplicity=3
C 1.224445 0.387721 -0.341761 2.331 -1.079 0.142
C -1.035685 -0.486530 0.245644 -2.083 -1.964 0.386
Cl -1.886651 0.932227 0.697135 -0.760 -0.832 0.065
Cl -1.021915 -1.835036 1.399453 0.138 1.053 -0.206
Cl -1.378622 -1.134971 -1.339340 0.332 0.735 0.365
I 0.935187 2.267780 0.335150 1.000 0.604 -0.031
H 1.607902 -0.410459 0.375937 -0.799 1.308 -0.915
H 1.555338 0.279269 -1.372218 -0.160 0.174 0.196



2.
9
Properties=species:S:1:pos:R:3:forces:R:3 method="wB97M-V/def2-TZVPD" gap_ev=10.4813 smiles=C#[N+][O-].ClC(Cl)Cl e_above_lowest_kj_mol=327.9 e_homo_ev=-10.14 e_tot_ev=-43207.560
C -0.318738 -0.743680 -1.517327 -0.924 0.438 -0.859
N -1.217238 -0.006207 -1.536003 1.598 -0.711 0.275
O -2.116898 0.747455 -1.398830 -1.386 0.653 -0.019
H 0.716253 -0.848828 -1.687037 0.378 -0.450 -0.163
Cl 0.728121 0.747017 2.909286 -0.347 -0.098 -0.682
C 0.424682 0.215420 1.259445 1.283 0.044 -1.298
Cl 1.802730 0.713624 0.130262 -0.011 0.192 0.891
Cl 0.358086 -1.560988 1.125942 -0.354 0.498 0.762
H -0.376997 0.736185 0.714262 -0.238 -0.568 1.092